(1)
Formula: C2H7NO
Source: the Open Molecules 2025 dataset
Level of theory: ωB97M-V with the def2-TZVPD basis set

Geometry as XYZ:
```
11
Properties=species:S:1:pos:R:3:forces:R:3:nbo_charge:R:1
C -0.6513 0.9514 0.9202 5.40 -1.13 1.03 -0.51
N -0.5808 0.1475 -0.2461 -0.47 -4.74 -3.94 -0.16
C 0.6680 -1.1658 -0.1479 -1.93 1.12 -0.61 -0.49
O -0.1639 0.9388 -1.3339 -0.13 0.06 -0.34 -0.59
H -1.2875 0.5265 1.6927 -0.03 0.19 -0.21 0.21
H -0.6387 2.0304 0.7818 -0.33 -0.29 -0.22 0.23
H 0.4890 0.4877 0.8826 -1.74 3.21 3.70 0.24
H 1.2936 -1.1930 0.7492 -0.44 0.55 0.28 0.19
H 0.0948 -2.0923 -0.2040 -0.08 0.22 0.04 0.20
H 1.3479 -1.1159 -1.0022 -0.43 0.47 -0.13 0.20
H -0.5712 0.4847 -2.0925 0.18 0.35 0.39 0.47
```
Forces are in eV/Å.

Computed properties:
energy above the lowest of the compared OMol25 structures with the same formula, charge and spin: 126.3 kcal/mol
charge: 0
HOMO: -0.286 Ha
E_LUMO: 1.06 eV
gap between HOMO and LUMO: 8.8 eV
SMILES string: CN(C)O



(2)
Formula: C2H7NO
Source: the Open Molecules 2025 dataset
Level of theory: ωB97M-V with the def2-TZVPD basis set

Geometry as XYZ:
```
11
Properties=species:S:1:pos:R:3:forces:R:3:nbo_charge:R:1
C -1.9813 0.0449 1.0224 -1.12 0.60 -0.81 -0.07
N -1.2785 0.9053 0.4286 0.59 -0.20 1.06 -0.38
C -1.6703 2.3155 0.5504 1.12 -1.08 -1.89 -0.45
H -1.7329 -1.0063 1.1071 0.34 -0.03 -0.25 0.17
H -3.0028 0.3303 1.3042 0.04 -0.15 0.72 0.13
H -0.8307 2.7530 1.0869 -0.54 0.36 0.62 0.22
H -1.5137 2.6974 -0.4647 -0.46 0.32 0.10 0.21
H -2.6915 2.4844 0.8810 0.03 0.18 0.45 0.18
O 4.5399 -3.4712 -2.1757 0.26 -1.01 -0.34 -0.92
H 5.1848 -4.1924 -2.1346 -0.42 -0.18 -0.35 0.46
H 4.9770 -2.8610 -1.6056 0.16 1.19 0.69 0.46
```
Forces are in eV/Å.

Computed properties:
energy above the lowest of the compared OMol25 structures with the same formula, charge and spin: 34.3 kcal/mol
charge: 0
HOMO: -0.353 Ha
E_LUMO: 1.13 eV
gap between HOMO and LUMO: 10.7 eV
SMILES string: C=NC.O



(3)
Formula: C2H7NO2
Source: the Open Molecules 2025 dataset
Level of theory: ωB97M-V with the def2-TZVPD basis set

Geometry as XYZ:
```
12
Properties=species:S:1:pos:R:3:forces:R:3:nbo_charge:R:1
C 0.3491 1.3596 0.2398 1.35 6.99 2.60 -0.38
N -0.0370 -0.2579 1.9802 -2.29 -3.84 6.23 -1.16
H 1.3161 1.5322 0.7981 0.30 -1.95 -2.12 0.22
H -0.0591 1.7705 1.4340 -1.01 -1.70 -4.46 0.30
H 0.3233 2.1094 -0.6555 -0.67 -1.35 2.40 0.22
H -0.3381 -1.3304 2.5460 2.10 2.96 0.03 0.36
H -0.3330 -1.0127 1.3306 -1.46 2.03 -1.45 0.42
H -0.7343 0.3033 2.7836 1.45 -2.20 -4.02 0.40
O -1.2341 -0.0575 -1.0520 1.33 -0.92 0.11 -0.56
C 0.0111 -0.2580 -1.1331 0.48 1.06 1.09 0.57
O 0.9098 -1.0311 -0.7764 -1.52 -0.27 -0.53 -0.60
H 0.4919 0.6989 -1.6494 -0.06 -0.82 0.11 0.21
```
Forces are in eV/Å.

Computed properties:
energy above the lowest of the compared OMol25 structures with the same formula, charge and spin: 260.2 kcal/mol
charge: 0
HOMO: -0.354 Ha
E_LUMO: -3.13 eV
gap between HOMO and LUMO: 6.5 eV



(4)
Formula: C2H7NO2
Source: the Open Molecules 2025 dataset
Level of theory: ωB97M-V with the def2-TZVPD basis set

Geometry as XYZ:
```
12
Properties=species:S:1:pos:R:3:forces:R:3:nbo_charge:R:1
C 0.2147 -1.5401 -0.0900 0.30 -0.18 -0.31 -0.45
N -0.5137 -0.3699 -0.5793 -0.22 -0.21 1.72 -0.53
C -1.1106 0.2655 0.3513 0.43 -0.25 -1.55 0.40
O -1.8262 1.3372 0.0062 -0.59 0.71 0.33 -0.67
H -0.4319 -2.4231 -0.1085 0.13 0.05 -0.04 0.20
H 1.0661 -1.7303 -0.7508 -0.14 -0.06 0.09 0.20
H 0.6099 -1.4047 0.9232 -0.09 -0.03 -0.05 0.19
H -1.1223 0.0649 1.4333 0.09 0.03 -0.44 0.16
H -1.8123 1.3958 -0.9645 0.08 -0.09 0.23 0.49
O 1.9810 1.4966 0.1460 -0.43 -0.08 -0.35 -0.94
H 1.7270 0.8128 -0.4969 0.11 0.28 0.30 0.47
H 1.2183 2.0954 0.1300 0.32 -0.16 0.06 0.47
```
Forces are in eV/Å.

Computed properties:
energy above the lowest of the compared OMol25 structures with the same formula, charge and spin: 33.6 kcal/mol
charge: 0
HOMO: -0.371 Ha
E_LUMO: 0.88 eV
gap between HOMO and LUMO: 11.0 eV
SMILES string: C/N=C/O.O



(5)
Formula: C2H7NO2
Source: the Open Molecules 2025 dataset
Level of theory: ωB97M-V with the def2-TZVPD basis set

Geometry as XYZ:
```
12
Properties=species:S:1:pos:R:3:forces:R:3:nbo_charge:R:1
C -0.0067 1.1003 -1.9646 0.19 0.45 -0.12 0.27
O -1.0440 1.5965 -1.6203 -0.05 -0.26 -0.06 -0.50
H 0.9348 1.3144 -1.4281 -0.05 -0.13 0.05 0.12
H 0.0732 0.4630 -2.8663 -0.10 -0.06 0.10 0.10
N 0.6725 -1.9208 0.7136 0.00 0.49 0.17 -0.84
C 0.3580 -0.8699 1.6716 0.31 -0.43 -0.77 0.08
O -0.0874 0.3554 1.1000 0.27 -0.32 0.10 -0.72
H 1.4375 -1.6051 0.1284 -0.05 -0.14 -0.11 0.35
H -0.1196 -2.1351 0.1177 0.02 -0.06 0.05 0.35
H 1.2802 -0.6604 2.1945 0.06 0.24 0.30 0.17
H -0.3777 -1.2623 2.3542 -0.34 -0.09 0.38 0.15
H -0.8178 0.1184 0.5231 -0.26 0.32 -0.08 0.46
```
Forces are in eV/Å.

Computed properties:
energy above the lowest of the compared OMol25 structures with the same formula, charge and spin: 49.4 kcal/mol
charge: 0
HOMO: -0.367 Ha
E_LUMO: 0.69 eV
gap between HOMO and LUMO: 10.7 eV
SMILES string: C=O.NCO



(6)
Formula: C2H7NO2P
Source: the Open Molecules 2025 dataset
Level of theory: ωB97M-V with the def2-TZVPD basis set

Geometry as XYZ:
```
13
Properties=species:S:1:pos:R:3:forces:R:3:nbo_charge:R:1
C -0.3682 -1.3657 1.4828 3.93 0.50 -2.17 -0.44
N -0.5364 -0.1146 0.7194 0.12 -2.32 -1.26 -0.99
P 0.6778 0.0185 -0.5079 1.50 8.37 3.33 2.10
C -0.2483 1.3121 -1.6450 0.28 -3.04 -0.29 -0.97
O 2.0276 1.3040 0.3169 -3.89 -4.22 -2.61 -1.16
O 0.9078 -1.3066 -1.0392 0.72 -2.12 -1.15 -1.15
H 0.7615 -1.4828 1.6893 -1.32 0.18 0.40 0.18
H -0.8547 -1.3650 2.4041 -1.30 -0.34 1.18 0.18
H -0.4495 -2.1750 0.7547 -1.02 -0.30 0.59 0.22
H -0.6873 0.6573 1.2877 0.20 1.68 1.00 0.38
H -1.3254 0.9970 -1.7148 1.03 0.19 -0.16 0.21
H -0.1727 2.2185 -1.1119 0.29 1.12 0.36 0.23
H 0.2678 1.3023 -2.6362 -0.54 0.30 0.78 0.22
```
Forces are in eV/Å.

Computed properties:
energy above the lowest of the compared OMol25 structures with the same formula, charge and spin: 64.3 kcal/mol
charge: -1
HOMO: -0.126 Ha
E_LUMO: 4.13 eV
gap between HOMO and LUMO: 7.6 eV
SMILES string: CN[P@@](C)(=O)[O-]



E_tot
In order: -5719.76608, -5723.75476, -7762.24045, -7772.07021, -7771.38166, -17061.47445
Unit: eV